1.
Here is a 2-piece molecular cluster, C4H12N2O overall from OMol25. Energies are from wB97M-V/def2-TZVPD.

```
19
Properties=species:S:1:pos:R:3:mulliken_charge:R:1
O 0.27 1.07 -0.66 -0.72
N -1.58 -1.46 -0.58 -0.16
N 0.21 -2.25 0.64 -0.39
C -2.26 -0.35 -1.26 -0.71
C 1.49 1.61 -0.27 -0.36
C -0.37 -1.31 -0.11 0.10
C 1.67 1.63 1.25 -0.90
H 1.60 2.65 -0.62 0.30
H -2.72 0.30 -0.53 0.28
H -3.00 -0.75 -1.96 0.30
H -1.51 0.24 -1.78 0.28
H 2.34 1.05 -0.72 0.23
H -2.15 -2.21 -0.23 0.23
H -0.34 -2.92 1.17 0.21
H 1.64 0.61 1.66 0.18
H 0.87 2.22 1.68 0.22
H 1.06 -1.95 1.11 0.28
H 0.18 -0.26 -0.32 0.24
H 2.62 2.09 1.53 0.37
```

Results
* HOMO energy: -7.33 eV
* total charge: 0


2.
Here is a 2-piece molecular cluster, C4H12N2O overall from OMol25. Energies are from wB97M-V/def2-TZVPD.

```
19
Properties=species:S:1:pos:R:3:mulliken_charge:R:1
O -1.17 0.32 -0.03 -0.50
N 1.21 1.04 -1.27 -0.34
N -1.68 -0.63 2.06 0.07
C -2.06 -1.96 1.67 -0.65
C -0.64 0.03 1.27 -0.39
C 2.14 0.85 -0.41 -0.20
C 1.57 1.23 -2.73 -0.79
H 1.02 0.55 -3.41 0.26
H -0.27 0.93 1.77 0.35
H -1.16 -2.68 1.69 0.31
H -0.41 0.38 -0.70 0.47
H -2.93 -2.25 2.25 0.33
H -2.41 -1.96 0.59 0.36
H 1.95 0.60 0.66 0.23
H -2.44 0.03 2.01 0.34
H 1.23 2.26 -3.01 0.28
H 3.19 0.74 -0.76 0.23
H 2.66 1.15 -2.90 0.32
H 0.20 -0.63 1.24 0.33
```

Results
* spin multiplicity: 2
* HOMO energy (alpha / beta): -13.74 / -13.68 eV
* ⟨S²⟩: 0.75
* total charge: +1


3.
Here is an isolated ion of composition C4H12N2O and charge +1 from OMol25. Energies are from wB97M-V/def2-TZVPD.

```
19
Properties=species:S:1:pos:R:3:mulliken_charge:R:1
O -1.97 1.51 2.12 -0.51
N -0.71 0.16 0.68 -0.32
N 1.10 0.03 -1.61 0.06
C 0.37 -0.82 0.61 -0.67
C 0.76 -1.14 -0.80 -0.63
C -1.34 0.27 1.97 -0.34
C 1.85 -0.15 -2.83 -0.75
H -0.57 0.16 2.74 0.32
H -1.59 2.11 1.47 0.31
H 2.69 -0.79 -2.64 0.36
H 0.11 -1.72 1.16 0.42
H 0.26 0.59 -1.77 0.35
H -1.42 0.01 -0.05 0.19
H 1.23 -0.67 -3.56 0.36
H -2.06 -0.52 2.18 0.32
H 1.21 -0.38 1.15 0.36
H 2.13 0.83 -3.21 0.32
H -0.03 -1.69 -1.36 0.38
H 1.62 -1.80 -0.75 0.46
```

Results
* spin multiplicity: 2
* HOMO energy (alpha / beta): -13.19 / -13.16 eV
* ⟨S²⟩: 0.75
* total charge: +1


4.
Here is a 2-piece molecular cluster, C4H12N2O2 overall from OMol25. Energies are from wB97M-V/def2-TZVPD.

```
20
Properties=species:S:1:pos:R:3:mulliken_charge:R:1
O -1.51 0.53 0.23 -0.59
O 0.53 -2.37 0.28 -0.46
N -0.36 -1.40 0.86 -0.03
N 0.67 2.00 0.46 -0.52
C 1.47 1.72 -0.50 0.07
C -0.90 -0.60 -0.24 -0.23
C 1.04 1.92 -1.91 -1.04
C -1.40 -2.08 1.60 -0.84
H -0.95 -2.57 2.46 0.26
H 1.42 1.10 -2.52 0.33
H -0.74 1.23 0.47 0.47
H 1.34 -2.29 0.79 0.32
H 1.08 1.97 1.39 0.22
H -1.62 -1.17 -0.84 0.38
H -1.93 -2.81 0.99 0.34
H 0.00 -0.31 -0.85 0.04
H -2.09 -1.32 1.95 0.32
H 1.46 2.84 -2.30 0.34
H -0.05 1.95 -1.98 0.26
H 2.55 1.67 -0.35 0.37
```

Results
* HOMO energy: -8.78 eV
* SMILES: [H]/N=C/C.CN(O)CO
* total charge: 0


5.
Here is a 2-piece molecular cluster, C4H12N2O2 overall from OMol25. Energies are from wB97M-V/def2-TZVPD.

```
20
Properties=species:S:1:pos:R:3:mulliken_charge:R:1
O -2.52 0.44 0.66 -0.44
O -1.48 -1.93 -2.42 -0.62
N 0.14 0.03 -0.12 -0.29
N 1.70 -1.66 -0.95 -0.63
C 0.60 2.21 0.96 -1.29
C 0.73 -1.29 0.08 -0.57
C -1.65 1.08 1.18 -0.21
C -0.15 0.86 1.04 0.18
H 1.27 -2.19 -1.69 0.25
H 1.52 2.14 1.53 0.29
H 1.33 -1.14 0.97 0.41
H 0.01 3.09 1.22 0.38
H 0.87 2.35 -0.08 0.36
H -0.01 -2.08 0.18 0.40
H -0.58 0.11 -0.83 0.13
H 0.17 0.32 1.91 0.50
H -1.83 1.94 1.87 0.30
H 2.09 -0.81 -1.34 0.26
H -1.59 -1.14 -1.90 0.34
H -0.63 -2.33 -2.27 0.26
```

Results
* HOMO energy: -9.04 eV
* SMILES: C[C@@H](C=O)NCN.O
* total charge: 0


6.
Here is a 2-piece molecular cluster, C4H12N2O2 overall from OMol25. Energies are from wB97M-V/def2-TZVPD.

```
20
Properties=species:S:1:pos:R:3:mulliken_charge:R:1
O 1.12 0.23 1.11 -0.71
O 0.87 -2.41 2.23 -0.63
N 1.23 0.69 -1.63 -0.38
N -1.13 0.06 1.10 -0.08
C -2.23 -0.70 0.54 -0.95
C 0.08 0.07 0.49 0.58
C 0.07 0.06 -1.06 -0.78
C 1.21 2.15 -1.55 -0.81
H -2.83 -0.10 -0.15 0.30
H 0.49 2.52 -0.81 0.27
H 1.51 -1.75 1.96 0.34
H -0.04 -0.97 -1.42 0.27
H -1.91 -1.60 0.04 0.30
H -0.86 0.54 -1.35 0.42
H 0.98 2.57 -2.53 0.27
H 1.17 -3.28 1.94 0.30
H -1.07 0.08 2.11 0.31
H -2.89 -1.03 1.34 0.36
H 2.19 2.53 -1.24 0.33
H 2.04 0.33 -1.14 0.30
```

Results
* HOMO energy: -8.88 eV
* SMILES: CNCC(=O)NC.O
* total charge: 0


7.
Here is a 2-piece molecular cluster, C4H12N2O2 overall from OMol25. Energies are from wB97M-V/def2-TZVPD.

```
20
Properties=species:S:1:pos:R:3:mulliken_charge:R:1
O 0.98 2.20 -1.62 -0.54
O -0.45 -2.01 1.24 -0.61
N 0.55 -0.05 0.78 -0.24
N 1.65 -1.70 2.15 -0.48
C 0.56 -1.25 1.42 0.43
C -0.24 -0.40 -1.58 -1.32
C -1.97 0.21 0.30 -1.29
C -0.44 0.35 -0.25 0.35
H 0.74 3.02 -2.06 0.26
H -2.61 1.10 0.10 0.33
H 1.95 2.22 -1.52 0.27
H -0.29 1.54 -0.35 0.40
H -1.92 -0.04 1.50 0.24
H 1.44 -2.56 2.67 0.28
H -0.99 -1.22 -1.58 0.38
H -0.80 0.26 -2.38 0.29
H 2.17 -1.07 2.77 0.25
H 0.76 -0.53 -1.93 0.35
H -2.49 -0.52 -0.08 0.38
H 1.40 0.43 0.41 0.27
```

Results
* HOMO energy: -9.06 eV
* SMILES: CC(C)NC(N)=O.O
* total charge: 0


8.
Here is a 2-piece molecular cluster, C4H12N2O2 overall from OMol25. Energies are from wB97M-V/def2-TZVPD.

```
20
Properties=species:S:1:pos:R:3:mulliken_charge:R:1
O -0.22 -0.76 -1.42 -0.50
O -2.61 -1.33 -0.85 -1.00
N 1.63 0.35 -0.72 -0.16
N -1.39 -0.32 1.30 -0.54
C 2.82 -0.44 -0.46 -0.71
C 0.46 -0.33 -0.34 0.28
C -0.60 1.83 0.42 -1.21
C -0.28 0.42 0.84 0.08
H 3.36 -0.37 -1.40 0.34
H -3.24 -1.49 -1.56 0.20
H 0.32 2.32 0.01 0.38
H -0.95 2.39 1.31 0.37
H 2.59 -1.51 -0.30 0.35
H -1.24 -0.98 -1.33 0.48
H 0.66 -1.21 0.29 0.28
H -1.94 0.16 1.98 0.23
H 0.52 0.35 1.61 0.21
H -1.95 -0.82 0.57 0.38
H -1.41 1.89 -0.33 0.24
H 3.46 -0.14 0.37 0.32
```

Results
* HOMO energy: -8.42 eV
* total charge: 0


9.
Here is a 2-piece molecular cluster, C4H12N2O2 overall from OMol25. Energies are from wB97M-V/def2-TZVPD.

```
20
Properties=species:S:1:pos:R:3:mulliken_charge:R:1
O -1.40 2.13 0.69 -0.63
O -0.89 0.34 2.89 -0.51
N 1.05 -0.61 -2.49 -0.50
N 1.28 0.75 0.25 -0.67
C -0.49 -0.97 0.88 -0.96
C -0.05 -0.46 -1.55 -0.63
C -0.21 -0.49 2.34 -0.07
C 0.57 -0.46 -0.13 0.25
H 1.26 -1.30 -0.08 0.35
H 1.48 -1.52 -2.55 0.17
H -1.52 -0.65 0.68 0.35
H -1.96 2.91 0.67 0.28
H 0.47 -1.08 2.98 0.37
H -1.20 2.02 1.65 0.33
H -0.79 -1.29 -1.61 0.28
H 1.93 0.95 -0.51 0.34
H 0.92 -0.22 -3.41 0.18
H -0.59 0.45 -1.77 0.33
H 0.64 1.55 0.25 0.25
H -0.50 -2.07 0.81 0.50
```

Results
* HOMO energy: -8.86 eV
* SMILES: NC[C@@H](N)CC=O.O
* total charge: 0


10.
Here is a 2-piece molecular cluster, C4H12N2O2 overall from OMol25. Energies are from wB97M-V/def2-TZVPD.

```
20
Properties=species:S:1:pos:R:3:mulliken_charge:R:1
O 2.02 1.74 1.26 -0.69
O 0.37 3.73 0.02 -0.63
N 2.06 -0.21 0.17 -0.32
N 0.09 0.45 1.21 0.03
C -1.62 -2.03 -1.21 -1.15
C -1.08 -0.67 -0.74 -0.25
C 1.40 0.73 0.94 0.36
C -0.55 -0.74 0.74 -1.11
H 3.05 -0.12 0.01 0.23
H 1.03 3.47 -0.62 0.31
H -0.28 -0.18 -1.29 0.41
H -2.24 -1.89 -2.08 0.36
H 1.70 -0.92 -0.44 0.14
H -0.38 1.22 1.65 0.26
H -1.44 -0.95 1.34 0.41
H -1.94 0.01 -0.80 0.30
H -0.73 -2.64 -1.38 0.30
H 0.63 3.22 0.81 0.32
H 0.03 -1.67 0.79 0.45
H -2.13 -2.55 -0.37 0.29
```

Results
* HOMO energy: -9.86 eV
* SMILES: CCCNC(N)=O.O
* total charge: 0


11.
Here is a 2-piece molecular cluster, C4H12N2O2 overall from OMol25. Energies are from wB97M-V/def2-TZVPD.

```
20
Properties=species:S:1:pos:R:3:mulliken_charge:R:1
O -0.18 0.29 -1.23 -0.53
O 2.37 -0.17 -1.48 -0.92
N 1.78 -0.58 0.86 -0.15
N -1.80 -0.38 0.24 -0.13
C -0.49 -0.43 -0.16 0.17
C -2.76 -0.49 -0.78 -0.75
C 0.46 -0.10 1.07 0.19
C 0.42 1.40 1.40 -1.24
H 1.09 1.94 0.76 0.40
H 0.77 1.59 2.41 0.38
H 2.67 -0.44 -2.33 0.26
H -3.77 -0.33 -0.38 0.31
H -0.26 -1.50 -0.41 0.44
H 2.52 -0.31 1.53 0.35
H 0.85 0.08 -1.58 0.42
H -2.63 -1.45 -1.23 0.38
H -0.58 1.79 1.16 0.36
H -2.60 0.22 -1.56 0.37
H 2.15 -0.40 -0.12 0.38
H -0.03 -0.73 1.84 0.33
```

Results
* spin multiplicity: 2
* HOMO energy (alpha / beta): -13.87 / -13.48 eV
* ⟨S²⟩: 0.76
* total charge: +1


12.
Here is C4H12N2O2PS as an isolated structure from OMol25. Energies are from wB97M-V/def2-TZVPD.

```
22
Properties=species:S:1:pos:R:3:mulliken_charge:R:1
S -1.63 -0.81 0.96 -0.03
P -0.33 0.09 -0.42 0.77
O -1.17 -0.24 -2.21 -0.68
O -0.37 1.60 -0.55 -0.36
N 1.12 -0.54 -1.05 -0.10
N 1.07 -0.08 0.98 -0.36
C 1.83 -0.71 0.09 0.55
C 3.05 -1.42 0.33 -0.99
C -3.25 -0.89 0.15 -0.72
C -0.34 2.55 0.61 -0.58
H 3.33 -1.52 1.44 0.33
H -1.00 3.40 0.29 0.26
H 1.32 -0.05 1.98 0.19
H -3.37 -1.95 0.06 0.32
H 3.95 -0.86 -0.10 0.32
H -2.90 -0.53 -0.75 0.24
H -0.89 2.00 1.48 0.33
H 2.86 -2.43 0.00 0.32
H -1.41 0.63 -2.54 0.30
H -4.04 -0.40 0.51 0.40
H 1.40 -0.56 -1.96 0.19
H 0.75 2.72 0.69 0.28
```

Results
* HOMO energy: -13.80 eV
* total charge: +1


13.
Here is one molecule with the formula C4H12N2O2S from OMol25. Energies are from wB97M-V/def2-TZVPD.

```
21
Properties=species:S:1:pos:R:3:mulliken_charge:R:1
S -1.42 -0.20 -0.17 1.13
O -0.68 -1.36 -0.69 -0.62
O -2.13 0.76 -1.00 -0.63
N -2.43 -0.81 1.01 -0.57
N -0.40 0.71 0.79 -0.27
C 3.57 -0.96 -0.17 -1.25
C 2.53 -0.10 0.57 -0.34
C 1.71 0.75 -0.45 -0.50
C 0.60 1.57 0.17 -0.79
H 2.38 1.46 -0.95 0.40
H 0.16 2.23 -0.64 0.30
H 1.01 2.14 1.03 0.37
H 3.05 0.57 1.27 0.30
H 3.11 -1.92 -0.47 0.29
H -3.40 -0.56 0.86 0.29
H 4.35 -1.25 0.55 0.37
H -2.37 -1.83 0.88 0.30
H -0.99 1.30 1.40 0.30
H 1.32 0.08 -1.25 0.26
H 4.12 -0.47 -0.93 0.36
H 1.89 -0.73 1.21 0.28
```

Results
* HOMO energy: -9.90 eV
* SMILES: CCCCNS(N)(=O)=O
* total charge: 0


14.
Here is a 2-piece molecular cluster, C4H12N2S overall from OMol25. Energies are from wB97M-V/def2-TZVPD.

```
19
Properties=species:S:1:pos:R:3:mulliken_charge:R:1
S 1.34 -1.88 0.65 -0.04
N 0.87 1.42 0.53 -0.56
N -0.19 0.89 1.16 -0.30
C 2.15 -3.36 -0.23 -0.69
C -0.88 -0.04 -0.95 -1.09
C -1.12 0.29 0.51 0.57
C -2.07 -0.62 1.15 -1.03
H -2.02 -0.28 2.26 0.32
H -1.30 -1.01 -1.18 0.33
H 0.15 -0.19 -1.00 0.30
H 1.47 1.43 1.31 0.29
H 1.35 -3.91 -0.66 0.27
H 0.05 -1.84 0.57 -0.12
H 1.15 0.87 -0.23 0.25
H -1.12 0.68 -1.79 0.28
H -1.55 -1.58 1.23 0.37
H 2.79 -2.86 -1.02 0.25
H -3.07 -0.67 0.79 0.35
H 2.66 -4.03 0.52 0.28
```

Results
* HOMO energy: -8.58 eV
* SMILES: CC(C)=NN.CS
* total charge: 0


15.
Here is one molecule with the formula C4H12N2S from OMol25. Energies are from wB97M-V/def2-TZVPD.

```
19
Properties=species:S:1:pos:R:3:mulliken_charge:R:1
S 3.50 -0.28 0.07 -0.26
N -2.14 -0.65 1.50 -0.67
N 0.27 -0.13 0.16 -0.25
C 1.09 1.09 0.11 -0.60
C -1.01 -0.14 -0.66 -0.58
C 2.40 0.89 -0.73 -0.59
C -1.92 -1.14 0.04 -0.44
H -1.38 -2.17 0.03 0.29
H -2.88 -1.31 1.86 0.27
H 0.43 1.84 -0.29 0.30
H 2.19 0.51 -1.79 0.26
H 2.73 -1.45 -0.04 0.13
H -1.30 0.94 -0.71 0.34
H 2.82 1.96 -1.10 0.34
H -0.67 -0.42 -1.67 0.24
H -2.94 -1.16 -0.49 0.34
H 1.46 1.58 1.02 0.37
H -2.69 0.29 1.53 0.21
H 0.04 -0.25 1.14 0.29
```

Results
* HOMO energy: -8.62 eV
* SMILES: NCCNCCS
* total charge: 0


16.
Here is one molecule with the formula C4H12N2S from OMol25. Energies are from wB97M-V/def2-TZVPD.

```
19
Properties=species:S:1:pos:R:3:mulliken_charge:R:1
S 2.77 1.24 -1.94 -0.26
N 0.54 -0.34 -0.29 -0.30
N -0.70 -0.70 2.49 -0.61
C 1.12 1.77 -1.38 -0.71
C -0.50 -1.26 0.13 -0.83
C -1.41 -0.71 1.21 -0.39
C 0.12 0.62 -1.31 -0.50
H -0.85 1.03 -1.04 0.31
H 2.71 0.01 -1.42 0.15
H -1.68 0.33 0.97 0.31
H 1.18 2.25 -0.40 0.37
H -1.31 -0.37 3.24 0.23
H -0.49 -1.66 2.75 0.22
H -2.36 -1.27 1.22 0.34
H -0.02 -2.19 0.45 0.36
H -1.09 -1.48 -0.75 0.35
H 1.04 0.12 0.45 0.27
H 0.80 2.51 -2.11 0.37
H 0.11 0.11 -2.28 0.32
```

Results
* HOMO energy: -8.63 eV
* SMILES: NCCNCCS
* total charge: 0


17.
Here is C4H12N2S as an isolated structure from OMol25. Energies are from wB97M-V/def2-TZVPD.

```
19
Properties=species:S:1:pos:R:3:mulliken_charge:R:1
S -0.17 -0.11 1.47 0.65
N -0.24 1.35 1.97 -0.71
N -1.23 -1.02 2.03 -0.68
C 1.26 1.42 -0.97 -1.13
C 0.56 -1.41 -0.72 -1.97
C -1.32 0.31 -1.08 -1.62
C 0.01 -0.04 -0.36 0.96
H -1.23 0.41 -2.08 0.52
H 0.94 2.31 -0.44 0.36
H 0.79 -1.51 -1.70 0.48
H -2.04 -0.40 -0.78 0.47
H 1.47 -1.60 -0.27 0.52
H 1.01 -1.00 1.79 0.11
H 2.35 1.24 -0.75 0.30
H -0.99 -1.97 1.93 0.26
H -1.57 1.38 -0.78 0.34
H -0.57 1.28 3.01 0.25
H 1.14 1.48 -1.97 0.45
H -0.15 -2.12 -0.34 0.44
```

Results
* HOMO energy: -9.27 eV
* total charge: 0


18.
Here is a 2-piece molecular cluster, C4H12N2S overall from OMol25. Energies are from wB97M-V/def2-TZVPD.

```
19
Properties=species:S:1:pos:R:3:mulliken_charge:R:1
S -2.16 1.01 -0.33 -0.13
N 1.46 -0.80 0.10 -0.40
N 3.21 0.87 0.42 -0.63
C 0.24 -1.10 -0.72 -0.61
C -1.51 -0.16 0.79 -0.86
C 1.88 0.64 -0.13 -0.35
C -0.95 -1.50 0.23 -0.63
H -0.46 -2.13 0.98 0.33
H -0.66 0.32 1.32 0.34
H 2.22 -1.45 -0.25 0.27
H 1.98 0.70 -1.27 0.33
H 3.26 0.83 1.49 0.25
H -2.16 -0.37 1.56 0.38
H -3.23 -0.65 -0.84 0.11
H -0.09 -0.31 -1.34 0.34
H 0.50 -1.95 -1.33 0.46
H 1.08 1.33 0.28 0.22
H 3.33 1.83 0.23 0.26
H -1.74 -2.09 -0.20 0.32
```

Results
* HOMO energy: -8.85 eV
* total charge: 0


19.
Here is one molecule with the formula C4H12N2S from OMol25. Energies are from wB97M-V/def2-TZVPD.

```
19
Properties=species:S:1:pos:R:3:mulliken_charge:R:1
S 0.27 -1.63 -1.77 -0.20
N -2.03 0.30 1.76 -0.48
N 0.76 1.19 2.02 -0.68
C 0.64 0.16 -1.69 -0.67
C 1.11 0.66 -0.33 -1.02
C 0.25 0.36 0.90 0.41
C -1.18 0.67 0.63 -0.74
H -0.02 1.73 2.36 0.32
H 1.07 0.62 2.80 0.24
H -2.99 0.13 1.49 0.22
H -1.52 0.16 -0.27 0.37
H 1.14 1.76 -0.35 0.33
H -1.66 -0.44 2.34 0.19
H -0.21 0.76 -1.99 0.40
H 0.65 -1.92 -0.53 0.08
H 0.36 -0.71 1.11 0.27
H 1.43 0.29 -2.41 0.42
H 2.14 0.40 -0.09 0.30
H -1.30 1.74 0.47 0.26
```

Results
* HOMO energy: -8.95 eV
* SMILES: NC[C@H](N)CCS
* total charge: 0


20.
Here is one molecule with the formula C4H12N2S from OMol25. Energies are from wB97M-V/def2-TZVPD.

```
19
Properties=species:S:1:pos:R:3:mulliken_charge:R:1
S -2.44 1.57 0.75 -0.20
N 0.81 -0.80 1.62 -0.73
N 1.15 -0.18 -1.08 -0.27
C -0.10 0.34 -0.49 -1.08
C -1.30 0.44 1.80 -1.05
C -0.41 -0.46 0.92 0.70
C 1.17 -0.41 -2.47 -0.83
H 0.29 1.42 -0.09 0.33
H -0.95 0.03 -1.16 0.40
H 0.51 -1.20 2.57 0.25
H 1.28 -1.49 1.14 0.25
H -0.75 0.96 2.57 0.45
H -1.37 2.24 0.26 0.13
H -1.00 -1.30 0.43 0.22
H 0.91 0.56 -3.02 0.28
H -2.05 -0.08 2.39 0.42
H 0.34 -1.19 -2.60 0.26
H 1.80 0.47 -0.71 0.19
H 2.11 -0.94 -2.85 0.27
```

Results
* HOMO energy: -8.31 eV
* SMILES: CNC[C@@H](N)CS
* total charge: 0


Result set for ΔE to the lowest compared entry with this formula, charge and spin: 67.6; 57.0; 33.4; 92.1; 56.6; 32.2; 59.0; 184.7; 45.2; 17.7; 159.7; 54.8; 28.7; 61.7; 38.7; 7.2; 126.1; 82.3; 6.0; 50.4 kcal per mole, one per record in the order listed.